Entry 1:
A 2-piece molecular cluster, C7H14S2 overall, computed with the ωB97M-V functional and the def2-TZVPD basis.

Cartesian coordinates (Å):
1 S 2.0269 -1.0591 0.5896
2 S 1.7313 1.6916 -0.5027
3 C -3.1914 0.6823 0.2645
4 C 0.8911 -0.4838 -1.8957
5 C 1.0892 0.0253 -0.4977
6 C 1.6566 2.1086 1.2597
7 C 1.1145 -2.6072 0.3688
8 C -0.7787 0.1566 0.4014
9 C -1.8046 0.5582 -0.2972
10 H 0.6209 2.0541 1.5834
11 H -0.7174 -0.1435 1.4292
12 H 1.4750 -3.2890 1.1330
13 H 1.3058 -3.0247 -0.6183
14 H -1.7007 0.8369 -1.3377
15 H 0.2023 -1.3262 -1.9220
16 H -3.2273 0.3496 1.2991
17 H -3.5135 1.7234 0.2208
18 H 1.8508 -0.7936 -2.3124
19 H 2.2783 1.4188 1.8216
20 H 2.0310 3.1241 1.3518
21 H 0.4960 0.3152 -2.5191
22 H -3.8891 0.0905 -0.3260
23 H 0.0530 -2.4082 0.5058

HOMO (Eh): -0.295
Largest force on an atom (eV/A): 4.44
LUMO (eV): 0.818
ΔE to the lowest compared entry with this formula, charge and spin (kcal/mol): 56.6
HOMO-LUMO gap (eV): 8.8
E_tot (Ha): -1071.4008


Entry 2:
C12H20Cl2HfO4 as an isolated structure, computed with the ωB97M-V functional and the def2-TZVPD basis.

Cartesian coordinates (Å):
1 Hf 0.4599 0.9358 1.0951
2 Cl -0.3684 2.8210 -0.0387
3 Cl 0.5880 1.5274 3.2035
4 O 2.8261 2.9225 -0.5061
5 O 0.5611 0.3655 -3.8837
6 O 1.9081 -0.2410 0.5966
7 O 3.5279 2.4650 1.5547
8 C 0.4329 -3.1377 0.0209
9 C 2.6672 2.4083 0.7004
10 C -0.7289 -1.1921 1.2716
11 C -1.1534 -1.9075 -2.3879
12 C -2.9078 0.4539 -1.3100
13 C -1.1149 -1.3566 -1.0077
14 C 4.0819 3.5631 -0.8348
15 C -2.5309 0.5818 1.8430
16 C -0.4311 -1.6503 2.6464
17 C -1.6307 -0.1243 0.8970
18 C -1.8715 -0.2595 -0.5330
19 C -0.4056 -1.9231 0.0775
20 H -0.3982 -0.8231 3.3591
21 H 4.8792 2.8185 -0.9176
22 H -2.5971 0.5530 -2.3579
23 H -1.9281 -2.6899 -2.4683
24 H -1.1974 -2.3543 2.9840
25 H -3.2232 -0.1327 2.3104
26 H 0.5316 -2.1701 2.6823
27 H -3.8548 -0.1105 -1.3035
28 H 2.5687 -0.6100 -0.0189
29 H 4.3145 4.2981 -0.0634
30 H -3.1354 1.3348 1.3266
31 H 1.3053 -3.0401 0.6791
32 H 0.8721 0.9137 -3.1205
33 H 0.7949 -3.3139 -0.9982
34 H -0.1347 -4.0299 0.3280
35 H -3.0984 1.4502 -0.8969
36 H -1.3567 -1.1245 -3.1274
37 H -0.1867 -2.3572 -2.6535
38 H 3.9178 4.0510 -1.7973
39 H -1.9833 1.0849 2.6492

Net charge: -2
HOMO (Eh): 0.004
Largest force on an atom (eV/A): 5.85
LUMO (eV): 5.090
ΔE to the lowest compared entry with this formula, charge and spin (kcal/mol): 92.7
HOMO-LUMO gap (eV): 5.0
E_tot (Ha): -1738.6913


Entry 3:
C3H3F3O3S as an isolated structure, computed with the ωB97M-V functional and the def2-TZVPD basis.

Cartesian coordinates (Å):
1 S 0.6997 0.4208 0.1164
2 F -1.6049 -0.2482 1.4514
3 F -1.2655 -1.7746 -0.6167
4 F -2.2935 -0.1344 -1.6628
5 O 2.4216 -0.4984 1.5455
6 O 1.3204 1.6891 0.4428
7 O 1.0540 -0.5967 1.3632
8 C 0.1843 0.0547 -1.4583
9 C -1.0893 0.3948 0.3945
10 C -1.1642 -0.3963 -0.9443
11 H -1.4641 1.3435 0.0727
12 H 0.6801 -0.7031 -2.1634
13 H 2.5215 0.4489 1.4590

HOMO (Eh): -0.374
Largest force on an atom (eV/A): 3.40
LUMO (eV): -0.523
ΔE to the lowest compared entry with this formula, charge and spin (kcal/mol): 123.3
HOMO-LUMO gap (eV): 9.6
E_tot (Ha): -1039.3678


Entry 4:
H22KrO11 as an isolated structure, computed with the ωB97M-V functional and the def2-TZVPD basis.

Cartesian coordinates (Å):
1 Kr -0.1409 0.5031 -0.4247
2 O -3.0763 -0.9013 -0.4255
3 O -1.5494 -2.1798 1.2091
4 O -1.4362 -1.4097 -3.6257
5 O -0.4803 1.1637 -4.1714
6 O 0.8573 -2.9669 0.5371
7 O 2.1214 1.6831 1.5041
8 O 1.9113 -0.9420 2.2528
9 O -1.3323 -0.3398 3.4810
10 O 2.9184 2.3253 -1.0896
11 O 2.2938 0.4836 -3.5474
12 O -0.5300 2.3780 2.8997
13 H -1.0598 -2.2418 -3.9123
14 H 1.4404 0.7648 -3.8775
15 H -1.3505 -1.6542 1.9839
16 H 1.4129 -1.4412 1.6058
17 H -1.0807 0.5627 3.2847
18 H 1.0814 -3.5004 1.2996
19 H 1.7675 -0.0267 2.0124
20 H -1.9951 -1.5746 0.6164
21 H -0.0730 -2.7701 0.6469
22 H -3.7632 -1.5629 -0.3438
23 H 1.3592 1.7805 2.0749
24 H -3.4935 -0.0863 -0.1463
25 H -0.8105 2.5990 3.7878
26 H -1.0388 2.9601 2.3354
27 H -1.0855 1.7557 -3.7248
28 H -1.4103 -1.4511 -2.6697
29 H -1.8244 -0.2791 4.2998
30 H 2.7640 1.5063 -1.5602
31 H -0.7571 0.2884 -3.9004
32 H 2.8725 1.8218 2.0810
33 H 2.6004 2.1562 -0.2028
34 H 2.8872 0.5955 -4.2901

HOMO (Eh): -0.368
Largest force on an atom (eV/A): 1.23
LUMO (eV): -0.459
ΔE to the lowest compared entry with this formula, charge and spin (kcal/mol): 9.7
HOMO-LUMO gap (eV): 9.6
E_tot (Ha): -3594.4509


Entry 5:
One molecule with the formula C5H8FNS, computed with the ωB97M-V functional and the def2-TZVPD basis.

Cartesian coordinates (Å):
1 S 0.2532 -0.7576 -1.4639
2 F 0.2054 2.2917 -0.6626
3 N 1.1169 -1.5197 1.4347
4 C -1.0311 0.2369 -0.7272
5 C -0.0745 -0.7057 1.3152
6 C -0.4825 1.4037 0.0889
7 C -0.7938 -1.0155 -0.0084
8 C 0.3337 0.7845 1.1915
9 H 0.9463 -2.5134 1.4272
10 H -1.3582 1.9024 0.5443
11 H -1.9423 0.4351 -1.3229
12 H -1.5121 -1.8318 -0.0651
13 H 1.6289 -1.4347 2.3391
14 H 1.3852 0.8219 0.9428
15 H -0.7719 -0.7240 2.1747
16 H 0.1948 1.2565 2.1424

HOMO (Eh): -0.320
Largest force on an atom (eV/A): 2.12
SMILES: N[C@H]1C[C@@H](F)[C@H]2S[C@H]21
LUMO (eV): 0.834
ΔE to the lowest compared entry with this formula, charge and spin (kcal/mol): 1.9
HOMO-LUMO gap (eV): 9.5
E_tot (Ha): -748.1029


Entry 6:
One molecule with the formula C17H26N2O3, computed with the ωB97M-V functional and the def2-TZVPD basis.

Cartesian coordinates (Å):
1 O 1.5702 -3.0060 3.2495
2 O 1.6925 -1.3129 1.8075
3 O -2.4363 -0.4821 3.3951
4 N -0.9710 -0.9691 1.7265
5 N -2.1374 1.0444 1.7711
6 C -0.9686 3.5617 -0.6331
7 C -0.7128 2.8024 -1.7695
8 C -1.1271 -4.5497 2.8214
9 C 3.6601 2.8118 -2.5776
10 C -1.4326 2.9746 0.5261
11 C 1.0304 -2.0975 2.4378
12 C -0.1598 3.4482 -3.0065
13 C -0.1992 -3.9474 0.5688
14 C -1.0238 -3.4540 1.7632
15 C -1.4390 0.8393 -0.5632
16 C 2.1772 2.4887 -2.7107
17 C -0.4816 -2.1484 2.4041
18 C -1.8721 -0.1660 2.3660
19 C -0.9643 1.4385 -1.7155
20 C -1.6550 1.5995 0.5832
21 C 1.3367 3.7540 -2.8590
22 C -0.1321 -2.9641 -0.5940
23 H 2.5387 -2.9348 3.2425
24 H 4.0160 3.3477 -3.4553
25 H -0.1484 -4.7685 3.2405
26 H -0.3082 2.7909 -3.8654
27 H -0.3081 -0.5283 1.1027
28 H 0.4651 -2.0930 -0.3403
29 H 1.6732 4.3089 -3.7381
30 H -1.6265 3.5795 1.4005
31 H -1.1315 -2.6383 -0.8727
32 H 1.8456 1.9364 -1.8290
33 H -0.6560 -4.8751 0.2153
34 H 4.2424 1.8995 -2.4727
35 H -0.8554 -2.1090 3.4366
36 H -0.8015 4.6290 -0.6574
37 H -0.7984 0.8307 -2.5932
38 H 0.3238 -3.4422 -1.4585
39 H 0.8129 -4.1921 0.8990
40 H -2.6761 1.6611 2.3638
41 H 2.0224 1.8485 -3.5825
42 H -1.6709 -0.2135 -0.5631
43 H 3.8373 3.4334 -1.7025
44 H -2.0322 -3.2117 1.4118
45 H 1.4882 4.3900 -1.9841
46 H -0.6918 4.3833 -3.1974
47 H -1.5273 -5.4603 2.3819
48 H -1.7878 -4.2382 3.6263

HOMO (Eh): -0.307
Largest force on an atom (eV/A): 0.66
SMILES: CCCCc1ccc(NC(=O)N[C@H](C(=O)O)[C@H](C)CC)cc1
LUMO (eV): 0.662
ΔE to the lowest compared entry with this formula, charge and spin (kcal/mol): 1.3
HOMO-LUMO gap (eV): 9.0
E_tot (Ha): -998.6903


Entry 7:
A 2-piece molecular cluster, C11H14N2 overall, computed with the ωB97M-V functional and the def2-TZVPD basis.

Cartesian coordinates (Å):
1 N 1.0899 -2.5199 0.7594
2 N 1.9217 -3.0688 -1.2088
3 C 0.5725 -3.1959 -1.2698
4 C -0.4454 0.9093 -0.2978
5 C -2.0232 3.9025 1.4093
6 C 2.2129 -2.6396 -0.0184
7 C 0.9224 1.0845 0.0312
8 C 0.0330 -2.9072 -0.0534
9 C 0.3539 3.0792 1.2940
10 C -0.1881 -3.6509 -2.4824
11 C -1.3656 1.8447 0.1486
12 C 1.2854 2.1369 0.8120
13 C -0.9788 2.9301 0.9532
14 H -3.0353 3.5382 1.2292
15 H 0.4390 -4.2864 -3.1058
16 H -0.7752 0.0634 -0.8832
17 H 2.3132 2.3600 1.0793
18 H -1.9996 4.8620 0.8820
19 H -0.5505 -2.7941 -3.0450
20 H -1.0300 -4.2998 -2.2496
21 H -1.9210 4.2012 2.4546
22 H -0.9500 -2.8754 0.3857
23 H -2.3743 1.6478 -0.1985
24 H 0.7917 3.9493 1.7619
25 H 3.1941 -2.4112 0.3621
26 H 1.5143 0.3051 -0.4358
27 H 0.9929 -2.1649 1.6859

HOMO (Eh): -0.317
Largest force on an atom (eV/A): 2.68
SMILES: Cc1c[nH]cn1.Cc1ccccc1
LUMO (eV): 0.852
ΔE to the lowest compared entry with this formula, charge and spin (kcal/mol): 7.2
HOMO-LUMO gap (eV): 9.5
E_tot (Ha): -537.0585